A 4-piece molecular cluster, C16H32O4 overall, computed with ωB97M-V with the def2-TZVPD basis set.

**Gap between HOMO and LUMO**: 10.019 eV
**HOMO level**: -9.3 eV
**Energy relative to the best compared isomer or geometry (same formula, charge and spin)**: 18.5 kJ/mol
**Total charge**: 0

Last column: Mulliken charge in e.
Element x y z (Å)
C -5.840348 -4.726688 15.337131  -0.057
C -6.183752 -3.696306 14.265222  -0.317
C -6.636772 -4.561520 13.091196  -0.343
O -7.160161 -5.766586 13.648498  -0.426
C -6.908005 -5.800702 15.047445  -0.557
H -5.993823 -4.327683 16.341706  0.480
H -4.827107 -5.126460 15.300771  -0.281
H -5.414138 -2.980581 13.974090  0.125
H -7.015396 -3.100644 14.654276  0.322
H -5.787912 -4.845630 12.461513  0.127
H -7.374269 -4.040394 12.478777  0.357
H -6.559221 -6.791479 15.335030  0.327
H -7.820073 -5.557585 15.602763  0.289
C -3.466705 -8.560051 10.594935  -0.517
C -4.299545 -8.146313 11.801986  -0.506
C -3.424051 -7.040989 12.466720  0.187
O -2.367076 -6.739972 11.578745  -0.397
C -2.645328 -7.310380 10.308333  -0.522
H -4.012254 -8.897935 9.710657  0.349
H -2.809264 -9.408502 10.813872  0.248
H -4.499658 -8.967400 12.485686  0.386
H -5.248500 -7.706392 11.492911  0.197
H -2.991932 -7.391512 13.404342  0.151
H -4.043998 -6.169755 12.694876  -0.195
H -1.682394 -7.495231 9.831772  0.302
H -3.200660 -6.612827 9.665226  0.264
C -4.031643 0.266914 12.387940  -0.325
C -2.839328 0.319669 13.354417  0.054
C -1.758145 1.067616 12.539903  -0.550
O -2.099331 0.898679 11.177331  -0.393
C -3.508612 0.896863 11.087234  -0.463
H -4.870829 0.836462 12.796881  0.291
H -4.431568 -0.735232 12.238773  0.081
H -2.440433 -0.680510 13.538551  -0.259
H -2.955876 0.795467 14.325486  0.414
H -0.763426 0.644330 12.687799  0.322
H -1.681355 2.129822 12.809546  0.268
H -3.786050 0.332378 10.199204  0.335
H -3.893878 1.918501 10.979037  0.238
C 0.101881 -4.751148 15.719347  -0.519
C -0.828469 -3.524219 15.760953  -0.524
C -2.184900 -4.022509 15.266135  -0.292
O -2.019500 -5.384055 14.874613  -0.289
C -0.662472 -5.719234 14.804872  -0.546
H 0.220130 -5.160186 16.721522  0.238
H 1.079380 -4.503343 15.311918  0.302
H -0.426669 -2.686999 15.190162  0.227
H -0.930198 -3.138568 16.778086  0.326
H -2.491821 -3.472942 14.370181  0.149
H -2.952407 -3.977440 16.035688  0.281
H -0.305853 -5.627784 13.770637  0.290
H -0.488174 -6.748334 15.123905  0.346

Cartesian forces (eV/Å) of the 6 atoms listed first:
-0.3 -0.1 0.3
-0.2 0.1 0.0
0.3 0.0 0.2
-0.2 0.1 0.0
0.5 0.4 0.2
0.1 0.0 0.0

A 2-piece molecular cluster, CH3PS4 overall, computed with ωB97M-V with the def2-TZVPD basis set.

**Gap between HOMO and LUMO (alpha / beta)**: 5.259 / 7.669 eV
**HOMO level (alpha / beta)**: -7.2 / -8.5 eV
**Energy relative to the best compared isomer or geometry (same formula, charge and spin)**: 303.1 kJ/mol
**Total charge**: 0

Last column: Mulliken charge in e.
Element x y z (Å)
C 0.862497 -0.897258 0.025740  -0.110
P 1.135634 0.317339 -1.454866  0.078
S 2.150541 -0.435123 1.166889  -0.071
S 2.911933 0.637725 -0.397117  -0.110
S -2.653761 0.445800 -0.126639  -0.067
S -1.414437 1.446835 0.924547  -0.098
H -0.108796 -0.465134 0.491001  -0.181
H 0.893490 -2.056444 -0.073681  0.383
H -3.777097 1.006264 -0.555876  0.176

Cartesian forces (eV/Å) of the 6 atoms listed first:
-2.3 -0.6 0.1
0.2 -1.2 1.1
0.5 0.0 0.4
0.8 0.9 -0.6
0.2 -2.7 -0.8
0.0 1.5 0.5

Number 1: largest force on an atom 1.28 eV Å⁻¹. Number 2: largest force on an atom 2.77 eV Å⁻¹.